(1)
# C18H41BF3N2O2S

A 3-piece molecular cluster, C18H41BF3N2O2S overall at a distorted geometry (ωB97M-V with the def2-TZVPD basis set, OMol25).

```
! RIJCOSX wB97M-V def2-TZVPD def2/J DEFGRID3
* xyz 1 1
S 1.24724 -2.40121 3.98289
F -3.00328 -0.52090 1.93186
F -3.65229 -3.04724 3.47890
F -1.90286 -0.25238 3.78168
O 1.78414 -4.16894 1.80480
O 3.59165 -3.73948 3.20308
N 2.58780 2.96657 -1.44848
N -3.60538 -1.00231 -3.39976
C -4.75101 -0.11462 -3.48889
C -2.31318 -0.35056 -3.26659
C -0.33847 -3.17810 4.42081
C 2.53810 2.55293 -0.06252
C -3.81887 -2.14468 -2.53627
C -1.25414 -3.32517 3.16645
C -2.46728 -2.45225 3.20597
C -2.47529 -1.10668 2.96089
C 3.82086 5.18346 -1.07820
C -4.63292 0.90379 -4.61249
C 1.32149 3.38370 -2.02910
C 3.73229 3.81027 -1.75426
C 1.53333 1.44108 0.20442
C 5.84044 -2.98470 3.67743
C -4.02505 -1.88842 -1.03909
C -2.11572 0.60740 -2.07959
C 4.37101 -2.59331 3.61738
C 0.56810 4.53586 -1.35105
B 2.30687 -3.56677 2.87924
H -0.17961 -4.11518 4.94752
H -2.96531 1.27858 -1.95036
H 1.71232 0.58224 -0.44557
H -1.53743 -1.12022 -3.24828
H -3.08732 -1.62017 -0.55100
H -4.94298 0.42038 -2.54485
H -0.72594 -3.08950 2.24287
H -3.83754 1.62757 -4.43020
H 1.62379 1.10675 1.24180
H 4.63258 3.24448 -1.49386
H -2.11568 0.21007 -4.18305
H 3.12217 5.89735 -1.51119
H -4.39028 -2.79770 -0.55517
H 6.07446 -3.41054 4.65031
H -4.69090 -2.68559 -2.91558
H 3.52954 2.18253 0.21308
H -1.23501 1.23015 -2.25033
H 3.63990 5.12809 -0.00419
H 4.25229 -1.75024 2.93678
H 0.53749 4.42899 -0.26564
H -1.61768 -4.35084 3.16042
H 4.82199 5.59427 -1.21897
H 1.00001 5.50578 -1.58943
H 6.44355 -2.08527 3.57308
H 2.31963 3.39200 0.61744
H 4.09507 -2.26263 4.62331
H 1.88590 -2.29139 5.15656
H 0.82858 -4.29864 1.80682
H 0.65904 2.51437 -2.05510
H -1.94950 0.07309 -1.14376
H 1.48465 3.63414 -3.07921
H 6.08698 -3.70072 2.89984
H -5.56442 1.46349 -4.69892
H 0.50325 1.77295 0.06527
H 3.78376 3.94315 -2.83742
H -0.80673 -2.49672 5.12593
H -4.75552 -1.10238 -0.84568
H -4.44304 0.41089 -5.56619
H -2.98021 -2.83619 -2.66031
H -0.46461 4.55319 -1.70515
H -5.63483 -0.72791 -3.68118
*
```

Kohn-Sham gap ... 5.85 eV
LUMO ... -3.94 eV

Just the natural (NBO) charges please, in e? Sure, here they are: number 1, S, carries 0.3156; number 2, F, carries -0.2482; number 3, F, carries -0.2938; number 4, F, carries -0.2806; number 5, O, carries -0.8261; number 6, O, carries -0.6811; number 7, N, carries -0.4526; number 8, N, carries -0.4482; number 9, C, carries -0.2141; number 10, C, carries -0.2171; number 11, C, carries -0.4995; number 12, C, carries -0.2113; number 13, C, carries -0.2050; number 14, C, carries -0.4862; number 15, C, carries 0.1380; number 16, C, carries 0.7496; number 17, C, carries -0.6360; number 18, C, carries -0.6166; number 19, C, carries -0.2164; number 20, C, carries -0.2067; number 21, C, carries -0.6167; number 22, C, carries -0.6258; number 23, C, carries -0.6358; number 24, C, carries -0.6372; number 25, C, carries -0.0780; number 26, C, carries -0.6391; number 27, B, carries 1.0232; number 28, H, carries 0.2566; number 29, H, carries 0.2092; number 30, H, carries 0.2084; number 31, H, carries 0.1928; number 32, H, carries 0.1845; number 33, H, carries 0.1550; number 34, H, carries 0.2137; number 35, H, carries 0.1999; number 36, H, carries 0.1911; number 37, H, carries 0.1869; number 38, H, carries 0.1989; number 39, H, carries 0.2044; number 40, H, carries 0.2085; number 41, H, carries 0.2216; number 42, H, carries 0.1953; number 43, H, carries 0.1918; number 44, H, carries 0.2094; number 45, H, carries 0.2011; number 46, H, carries 0.1914; number 47, H, carries 0.1992; number 48, H, carries 0.2784; number 49, H, carries 0.2171; number 50, H, carries 0.2093; number 51, H, carries 0.2318; number 52, H, carries 0.1608; number 53, H, carries 0.1682; number 54, H, carries 0.2109; number 55, H, carries 0.5084; number 56, H, carries 0.1854; number 57, H, carries 0.1891; number 58, H, carries 0.2034; number 59, H, carries 0.2390; number 60, H, carries 0.2175; number 61, H, carries 0.2083; number 62, H, carries 0.1978; number 63, H, carries 0.2727; number 64, H, carries 0.2109; number 65, H, carries 0.2156; number 66, H, carries 0.1872; number 67, H, carries 0.2146; number 68, H, carries 0.1996

=====

(2)
# C18H41N2O2P3Ti

C18H41N2O2P3Ti as an isolated structure at a distorted geometry (ωB97M-V with the def2-TZVPD basis set, OMol25).

```
! RIJCOSX wB97M-V def2-TZVPD def2/J DEFGRID3
* xyz 4 1
Ti 1.09726 -0.38890 -1.06281
P 0.71988 -1.66290 -3.07054
P 1.99770 1.97290 -1.17104
P -0.26172 -2.30687 0.46448
O 2.89164 -1.08530 -0.38036
O -0.49723 0.47080 -0.35743
N -2.34793 1.65203 -0.97617
N -1.94107 1.16223 1.25108
C 2.21486 3.06053 0.26201
C 4.73564 -2.16029 -1.63722
C -0.97752 -2.10863 -3.47658
C 1.47766 0.37059 2.71387
C -0.56289 -2.41377 2.27971
C -2.03048 -2.27785 -0.01522
C 5.21942 -0.29395 -0.25196
C -1.57716 1.10014 -0.02499
C 0.14495 -4.05552 0.14061
C 6.11799 -2.34755 -1.89550
C 2.57943 -0.37435 2.62207
C 4.27053 -1.15921 -0.80090
C 7.05397 -1.48911 -1.33499
C 6.59537 -0.43111 -0.55063
C 0.78113 2.95036 -2.16093
C 1.39138 -0.39135 -4.16290
C 3.53661 2.27338 -2.08490
C 1.70251 -3.21633 -3.08761
H 2.74182 3.96503 -0.05967
H 1.46202 1.42817 2.43296
H 1.09033 -4.01545 -3.56839
H -1.00241 -2.25784 -4.55903
H 2.44759 -1.48737 2.49333
H 0.50095 -0.09341 2.93794
H -3.17967 2.10683 -0.64030
H 4.32626 1.60235 -1.72440
H 8.10721 -1.65156 -1.46661
H 3.61659 0.01524 2.65392
H 1.45140 -0.86605 -5.15525
H 1.24905 3.34023 0.68625
H -2.78418 1.63824 1.53095
H 3.97722 -2.77531 -2.13402
H 2.38476 -0.02516 -3.85215
H -0.95146 -3.41816 2.51741
H -2.45593 -3.28038 0.14128
H 0.41268 2.36944 -3.02153
H -2.59781 -1.56416 0.60389
H -2.14188 -2.00417 -1.07207
H 2.68959 -3.04182 -3.59462
H 3.83011 3.32479 -1.91725
H 1.33150 3.83660 -2.53003
H -1.65223 -1.30700 -3.15998
H -1.32332 -1.69529 2.62418
H 0.36441 -2.24570 2.84173
H -0.14943 -4.33403 -0.87499
H 2.79471 2.56088 1.02957
H -1.33332 0.77792 1.95761
H -2.08191 1.57220 -1.95122
H 1.22401 -4.18889 0.24574
H 1.94219 -3.50567 -2.02933
H -1.28005 -2.99425 -2.90439
H 4.89966 0.51833 0.41183
H 2.79649 -0.96495 0.61194
H -0.07233 3.26109 -1.53058
H 6.40557 -3.16161 -2.56782
H 3.37038 2.08851 -3.15945
H 0.74979 0.50343 -4.16116
H 7.28799 0.29867 -0.11485
H -0.36868 -4.69142 0.87030
*
```

Kohn-Sham gap (alpha / beta) ... 5.23 / 5.23 eV
LUMO (alpha / beta) ... -14.79 / -14.79 eV
Energy above the lowest of the compared OMol25 structures with the same formula, charge and spin ... 0.0 kJ/mol

Just the natural (NBO) charges please, in e? Sure, here they are: number 1, Ti, carries 1.7756; number 2, P, carries 0.8230; number 3, P, carries 0.7736; number 4, P, carries 0.8441; number 5, O, carries -0.8537; number 6, O, carries -0.8666; number 7, N, carries -0.7354; number 8, N, carries -0.7379; number 9, C, carries -0.9121; number 10, C, carries -0.2593; number 11, C, carries -0.9233; number 12, C, carries -0.3355; number 13, C, carries -0.9097; number 14, C, carries -0.9308; number 15, C, carries -0.2930; number 16, C, carries 0.8139; number 17, C, carries -0.9298; number 18, C, carries -0.1552; number 19, C, carries -0.4350; number 20, C, carries 0.2487; number 21, C, carries -0.1289; number 22, C, carries -0.1520; number 23, C, carries -0.9105; number 24, C, carries -0.9673; number 25, C, carries -0.9318; number 26, C, carries -0.9330; number 27, H, carries 0.3024; number 28, H, carries 0.2098; number 29, H, carries 0.3172; number 30, H, carries 0.3150; number 31, H, carries 0.2045; number 32, H, carries 0.1987; number 33, H, carries 0.4519; number 34, H, carries 0.2790; number 35, H, carries 0.2731; number 36, H, carries 0.2624; number 37, H, carries 0.3361; number 38, H, carries 0.2661; number 39, H, carries 0.4563; number 40, H, carries 0.2081; number 41, H, carries 0.2851; number 42, H, carries 0.2986; number 43, H, carries 0.2985; number 44, H, carries 0.2352; number 45, H, carries 0.2615; number 46, H, carries 0.2307; number 47, H, carries 0.3009; number 48, H, carries 0.2998; number 49, H, carries 0.3059; number 50, H, carries 0.2654; number 51, H, carries 0.2545; number 52, H, carries 0.2572; number 53, H, carries 0.2500; number 54, H, carries 0.2630; number 55, H, carries 0.4369; number 56, H, carries 0.4394; number 57, H, carries 0.2600; number 58, H, carries 0.2800; number 59, H, carries 0.2912; number 60, H, carries 0.2252; number 61, H, carries 0.5638; number 62, H, carries 0.2635; number 63, H, carries 0.2684; number 64, H, carries 0.2648; number 65, H, carries 0.2775; number 66, H, carries 0.2686; number 67, H, carries 0.2956

=====

| no. | total energy (eV) |
| --- | --- |
| 1 | -46061.3277 |
| 2 | -77347.2680 |